(1)
Entry from OMol25: a structure of composition C9H7ClKN2O5 (the ωB97M-V functional and the def2-TZVPD basis).

Properties
ΔE to the lowest compared entry with this formula, charge and spin in kcal per mole: 0.0
Calculated total energy in a.u.: -1893.0092
LUMO in eV: 2.823
HOMO energy in eV: -4.55
Total charge: -1
HOMO-LUMO gap in eV: 7.37
Spin multiplicity: 1

Cartesian coordinates (Å):
K 1.49 -0.57 1.07
O 1.36 -1.54 -1.05
N 0.35 -1.02 -1.54
N 0.22 0.27 -1.27
O 1.08 1.01 -0.59
C -0.96 0.91 -1.83
C -1.97 0.18 -2.46
C -3.08 0.85 -2.94
C -3.20 2.23 -2.80
C -2.18 2.94 -2.17
C -1.05 2.28 -1.68
H -1.89 -0.89 -2.55
H -3.87 0.28 -3.42
H -4.08 2.75 -3.17
H -2.26 4.01 -2.05
H -0.25 2.79 -1.17
O 3.98 -0.85 0.58
C 4.28 0.23 0.71
Cl 2.62 -4.11 3.74
C 1.73 -2.68 4.49
C 1.57 -1.48 3.56
O 0.42 -1.32 3.06
O 2.60 -0.78 3.36
H 2.33 -2.41 5.35
H 0.76 -3.07 4.78

***

(2)
Entry from OMol25: an isolated molecule of C4H10OS (the ωB97M-V functional and the def2-TZVPD basis).

Properties
ΔE to the lowest compared entry with this formula, charge and spin in kcal per mole: 33.2
Calculated total energy in a.u.: -631.7718
LUMO in eV: 0.902
Structure (SMILES): OCCCCS
HOMO energy in eV: -8.94
Total charge: 0
HOMO-LUMO gap in eV: 9.84
Spin multiplicity: 1

Cartesian coordinates (Å):
O 3.04 0.22 -0.30
C 1.89 -0.46 0.20
C 0.63 0.50 -0.13
C -0.71 -0.29 -0.14
C -1.99 0.69 0.12
S -3.52 -0.10 -0.16
H 3.78 -0.30 -0.39
H 1.67 -1.46 -0.18
H 1.84 -0.49 1.30
H 1.02 1.02 -1.03
H 0.72 1.35 0.76
H -0.52 -1.01 0.65
H -0.71 -0.87 -1.06
H -1.96 1.23 1.04
H -1.97 1.39 -0.67
H -3.21 -1.41 0.01

***

> Which of these has the highest HOMO energy?

C9H7ClKN2O5

***

> The highest HOMO energy belongs to which entry?

C9H7ClKN2O5

***

> What is the spin multiplicity in the first record?

1

***

> The lowest HOMO-LUMO gap belongs to which entry?

C9H7ClKN2O5